A molecular structure, C38H53BrNP3Ti at a distorted geometry, computed with ωB97M-V with the def2-TZVPD basis set.

Each line ends with the Löwdin spin population.
Geometry (Å):
N (-4.686, 4.598, -3.108)  0.00
C (-4.239, 4.836, -1.874)  0.00
C (-2.966, 4.409, -1.438)  0.01
C (-2.136, 3.733, -2.341)  0.00
C (-2.639, 3.468, -3.625)  0.01
C (-3.909, 3.960, -3.982)  0.00
C (-0.707, 3.408, -2.030)  0.10
Ti (0.715, 2.832, -0.807)  0.18
P (2.451, 1.182, -0.900)  0.02
C (0.005, 2.242, -2.569)  0.06
C (-0.593, 0.889, -2.634)  0.18
C (-0.258, -0.020, -3.667)  -0.01
C (-0.522, -1.361, -3.554)  0.19
C (-0.827, -1.890, -2.194)  0.06
C (-1.681, -0.936, -1.473)  0.17
C (-1.533, 0.416, -1.686)  0.01
Br (1.062, -2.112, -1.500)  0.18
H (-0.028, 4.296, -2.018)  0.01
H (0.781, 2.464, -3.328)  0.01
H (-2.665, 4.627, -0.412)  0.00
H (-2.065, 2.936, -4.384)  0.00
H (-4.903, 5.394, -1.208)  0.00
H (-4.310, 3.841, -4.995)  0.00
H (0.257, 0.386, -4.539)  0.00
H (-2.125, 1.107, -1.091)  0.00
H (-0.273, -2.071, -4.345)  0.01
H (-2.393, -1.306, -0.730)  0.01
P (-1.457, -3.629, -1.873)  0.00
C (3.233, 2.778, -0.488)  0.01
C (4.729, 2.998, -0.751)  0.00
H (3.056, 2.921, 0.587)  0.00
H (2.687, 3.584, -1.049)  0.00
H (4.940, 4.014, -0.397)  0.00
H (5.365, 2.307, -0.187)  0.00
H (4.984, 2.948, -1.815)  0.00
C (3.222, 0.649, -2.493)  0.01
C (4.175, -0.553, -2.512)  0.00
H (3.742, 1.552, -2.859)  0.00
H (2.380, 0.442, -3.170)  0.00
H (4.299, -0.895, -3.548)  0.00
H (5.188, -0.319, -2.160)  0.00
H (3.787, -1.400, -1.936)  0.00
C (3.078, 0.021, 0.371)  0.00
C (4.580, -0.012, 0.682)  0.00
H (2.759, -0.979, 0.036)  0.01
H (2.509, 0.233, 1.289)  0.00
H (4.758, -0.840, 1.382)  0.00
H (5.172, -0.221, -0.214)  0.00
H (4.950, 0.903, 1.160)  0.00
C (-0.997, -3.881, -0.112)  0.00
C (-1.173, -5.296, 0.436)  0.00
H (-1.520, -3.117, 0.489)  0.00
H (0.057, -3.578, -0.019)  0.00
H (-2.230, -5.574, 0.572)  0.00
H (-0.700, -6.030, -0.230)  0.00
H (-0.668, -5.374, 1.410)  0.00
C (-0.502, -4.631, -3.023)  0.00
C (-1.118, -4.710, -4.423)  0.00
H (-0.408, -5.632, -2.567)  0.00
H (0.504, -4.199, -3.085)  0.00
H (-1.935, -5.440, -4.474)  0.00
H (-1.501, -3.753, -4.794)  0.00
H (-0.352, -5.045, -5.129)  0.00
C (-3.190, -4.049, -2.012)  0.00
C (-4.107, -3.572, -0.882)  0.00
H (-3.193, -5.155, -2.066)  0.00
H (-3.533, -3.682, -2.992)  0.00
H (-4.596, -2.622, -1.141)  0.00
H (-4.895, -4.321, -0.721)  0.00
H (-3.581, -3.444, 0.076)  0.00
C (1.035, 4.844, -0.073)  0.00
P (-0.431, 2.326, 1.222)  0.53
C (-0.819, 0.721, 1.880)  0.07
C (0.249, 0.023, 2.460)  0.03
C (0.079, -1.297, 2.852)  0.00
C (-1.205, -1.863, 2.848)  0.00
C (-2.294, -1.134, 2.354)  0.00
C (-2.106, 0.148, 1.837)  0.02
C (-1.028, 3.375, 2.549)  0.06
C (-2.395, 3.721, 2.682)  0.01
C (-2.829, 4.318, 3.861)  0.00
C (-1.930, 4.593, 4.892)  0.00
C (-0.567, 4.308, 4.736)  0.00
C (-0.114, 3.717, 3.564)  0.02
H (1.305, 5.439, -0.975)  0.00
H (1.870, 4.833, 0.642)  0.00
H (0.112, 5.247, 0.374)  0.00
H (1.207, 0.523, 2.605)  0.01
H (0.941, -1.884, 3.177)  0.00
H (-1.356, -2.874, 3.251)  0.00
H (-3.297, -1.573, 2.383)  0.00
H (-2.939, 0.701, 1.420)  0.00
H (-3.092, 3.483, 1.872)  0.00
H (-3.888, 4.561, 3.981)  0.00
H (-2.280, 5.023, 5.823)  0.00
H (0.142, 4.528, 5.529)  0.00
H (0.945, 3.470, 3.429)  0.01

HOMO (alpha / beta)	-12.39 / -13.13	eV
molar mass	744.54	g mol⁻¹
total charge	+2
orbital gap (alpha / beta)	6.7 / 5.6	eV
LUMO level (alpha / beta)	-5.658 / -7.503	eV
expectation value of S²	2.081
multiplicity	3

---

A molecular structure, C38H53N8O4S3SiTb at a distorted geometry, computed with ωB97M-V with the def2-TZVPD basis set.

Each line ends with the Löwdin spin population.
Geometry (Å):
Tb (0.842, 0.443, 0.101)  6.12
C (2.133, -2.131, -5.616)  0.00
C (1.973, -0.755, -4.974)  0.00
N (2.884, -0.550, -3.878)  0.00
C (2.568, -0.618, -2.572)  0.00
S (1.064, -1.320, -2.126)  -0.01
N (3.518, -0.178, -1.762)  0.00
N (3.188, 0.025, -0.477)  -0.01
C (4.094, 0.531, 0.314)  0.00
C (5.492, 0.840, -0.137)  0.00
C (3.678, 0.819, 1.676)  0.00
C (4.486, 1.562, 2.548)  0.00
C (4.052, 1.799, 3.835)  0.00
C (2.825, 1.292, 4.240)  0.00
C (2.073, 0.578, 3.319)  0.00
N (2.478, 0.342, 2.077)  -0.01
H (1.493, -2.203, -6.492)  0.00
H (1.842, -2.900, -4.907)  0.00
H (3.167, -2.300, -5.910)  0.00
H (0.953, -0.650, -4.592)  0.00
H (2.163, 0.029, -5.712)  0.00
H (3.794, -0.158, -4.075)  0.00
H (5.657, 0.381, -1.109)  0.00
H (6.214, 0.450, 0.577)  0.00
H (5.632, 1.917, -0.238)  0.00
H (5.418, 1.976, 2.205)  0.00
H (4.667, 2.374, 4.512)  0.00
H (2.463, 1.455, 5.243)  0.00
H (1.104, 0.171, 3.588)  0.00
C (2.471, -2.958, 0.716)  0.00
C (1.286, -3.078, 1.680)  0.00
C (1.813, -3.119, 3.115)  0.00
C (0.515, -4.362, 1.370)  0.00
O (0.463, -1.918, 1.483)  -0.01
Si (-1.031, -1.640, 2.180)  0.00
S (-1.458, 0.313, 1.582)  -0.02
O (-2.134, -2.770, 1.760)  0.00
C (-2.995, -2.913, 0.644)  0.00
C (-4.234, -2.040, 0.865)  0.00
C (-3.379, -4.398, 0.598)  0.00
C (-2.302, -2.493, -0.652)  0.00
O (-0.826, -1.854, 3.780)  0.00
C (-1.787, -1.891, 4.822)  0.00
C (-2.337, -3.316, 4.934)  0.00
C (-2.927, -0.911, 4.554)  0.00
C (-1.043, -1.496, 6.104)  0.00
H (3.076, -3.861, 0.758)  0.00
H (3.090, -2.104, 0.989)  0.00
H (2.109, -2.831, -0.305)  0.00
H (2.522, -3.935, 3.225)  0.00
H (0.993, -3.258, 3.812)  0.00
H (2.314, -2.183, 3.351)  0.00
H (1.169, -5.220, 1.500)  0.00
H (0.163, -4.346, 0.342)  0.00
H (-0.339, -4.461, 2.033)  0.00
H (-4.731, -2.328, 1.789)  0.00
H (-4.934, -2.151, 0.041)  0.00
H (-3.925, -1.000, 0.942)  0.00
H (-3.845, -4.690, 1.537)  0.00
H (-2.491, -5.008, 0.451)  0.00
H (-4.077, -4.586, -0.213)  0.00
H (-2.018, -1.440, -0.589)  0.00
H (-2.972, -2.640, -1.496)  0.00
H (-1.396, -3.073, -0.812)  0.00
H (-2.807, -3.589, 3.993)  0.00
H (-3.068, -3.377, 5.737)  0.00
H (-1.529, -4.017, 5.133)  0.00
H (-3.489, -1.236, 3.683)  0.00
H (-2.523, 0.074, 4.338)  0.00
H (-3.589, -0.852, 5.415)  0.00
H (-0.181, -2.144, 6.249)  0.00
H (-1.703, -1.579, 6.965)  0.00
H (-0.695, -0.469, 6.021)  0.00
N (-0.865, 1.196, -1.550)  -0.01
S (-1.637, 2.569, -1.654)  0.00
C (-3.153, 2.163, -2.588)  0.00
C (-3.513, 0.829, -2.642)  0.00
C (-4.622, 0.451, -3.377)  0.00
C (-5.372, 1.415, -4.033)  0.00
C (-5.032, 2.755, -3.929)  0.00
C (-3.918, 3.139, -3.203)  0.00
C (-0.868, 3.533, -3.007)  0.00
C (-0.429, 4.820, -2.742)  0.00
C (0.255, 5.525, -3.719)  0.00
C (0.487, 4.944, -4.954)  0.00
C (0.033, 3.660, -5.216)  0.00
C (-0.639, 2.946, -4.240)  0.00
H (-0.753, 0.751, -2.467)  0.00
H (-2.914, 0.102, -2.111)  0.00
H (-4.896, -0.591, -3.440)  0.00
H (-6.225, 1.122, -4.626)  0.00
H (-5.637, 3.500, -4.423)  0.00
H (-3.640, 4.180, -3.127)  0.00
H (-0.617, 5.274, -1.780)  0.00
H (0.608, 6.524, -3.509)  0.00
H (1.029, 5.489, -5.714)  0.00
H (0.206, 3.212, -6.184)  0.00
H (-0.993, 1.944, -4.445)  0.00
N (1.358, 4.652, 2.042)  0.00
C (1.413, 3.738, 1.035)  0.00
O (1.120, 2.541, 1.270)  -0.01
C (1.844, 4.169, -0.258)  0.00
C (2.092, 5.504, -0.556)  0.00
N (2.249, 6.631, -0.748)  0.00
C (1.856, 3.129, -1.160)  -0.01
N (1.755, 2.122, -1.735)  -0.01
H (0.878, 4.353, 2.875)  0.00
H (1.410, 5.636, 1.832)  0.00

HOMO (alpha / beta)	-7.49 / -7.50	eV
molar mass	969.11	g mol⁻¹
total charge	0
orbital gap (alpha / beta)	7.3 / 7.3	eV
LUMO level (alpha / beta)	-0.226 / -0.202	eV
expectation value of S²	12.673
multiplicity	7